1.
The following is a quantum chemistry calculation of C44H53F6N7O7PS3Ti as an isolated structure, from the OMol25 dataset.

- largest force on an atom (eV Å⁻¹) = 1.61
- molecular weight (g mol⁻¹) = 1081.0
- 2S+1 = 1
- ΔE to the lowest compared entry with this formula, charge and spin (eV) = 1.7323
- E_tot (eV) = -152462.627
- charge = +1

Each line ends with the Mulliken charge.
Cartesian coordinates (Å):
Ti: -0.512 -0.605 -0.207  -1.415
N: 7.681 0.272 -2.879  -0.485
C: 6.376 0.465 -2.536  1.075
C: 5.363 0.433 -3.507  -1.012
C: 4.048 0.647 -3.162  -0.540
C: 3.714 0.874 -1.829  -0.657
C: 4.699 0.884 -0.852  0.057
C: 6.016 0.676 -1.195  -0.999
S: 2.076 1.373 -1.401  1.015
O: 1.638 2.346 -2.362  -0.671
O: 2.150 1.854 -0.021  -0.635
N: 1.002 0.129 -1.350  1.107
C: 0.491 -0.291 -2.540  -0.458
N: 1.174 -0.202 -3.674  -0.196
C: 0.636 -0.760 -4.747  -0.746
C: -0.591 -1.398 -4.717  -1.310
C: -1.277 -1.353 -3.521  -0.879
N: -0.772 -0.760 -2.435  1.253
H: 7.951 0.297 -3.845  0.209
H: 8.398 0.452 -2.201  0.204
H: 5.632 0.249 -4.540  0.321
H: 3.264 0.651 -3.901  0.536
H: 4.411 1.070 0.173  0.166
H: 6.787 0.680 -0.434  0.329
H: 1.215 -0.678 -5.661  0.565
H: -1.002 -1.897 -5.580  0.518
H: -2.269 -1.766 -3.421  0.722
C: -3.541 1.081 -3.088  -1.724
C: -2.441 2.093 -2.760  0.345
C: -1.401 2.217 -3.877  -1.514
P: -1.635 1.758 -1.106  1.870
C: -0.936 3.445 -0.649  0.210
C: -0.674 3.428 0.859  -0.954
C: -1.751 4.673 -1.037  -1.806
C: -3.111 1.644 -0.057  -0.337
C: -4.230 2.466 -0.161  0.082
C: -5.332 2.313 0.666  0.505
C: -6.543 3.193 0.529  -1.761
C: -5.285 1.293 1.613  -1.378
C: -4.197 0.451 1.717  -0.395
C: -3.085 0.605 0.875  -0.340
N: -1.966 -0.247 0.952  1.344
C: -1.948 -1.060 2.147  -1.481
C: -1.535 -0.475 3.357  0.828
C: -1.212 0.992 3.409  -0.159
C: -1.431 -1.257 4.494  -0.994
C: -1.768 -2.608 4.480  0.744
C: -1.635 -3.448 5.720  -1.627
C: -2.236 -3.149 3.295  -0.969
C: -2.347 -2.399 2.128  1.693
C: -2.972 -3.021 0.916  -1.930
H: -3.859 1.207 -4.125  0.496
H: -4.408 1.223 -2.448  0.344
H: -3.202 0.055 -2.959  0.196
H: -2.911 3.069 -2.635  0.923
H: -1.097 1.237 -4.241  0.187
H: -0.507 2.743 -3.541  0.306
H: -1.826 2.766 -4.718  0.559
H: 0.023 3.479 -1.159  0.433
H: -1.613 3.358 1.412  0.052
H: -0.155 4.340 1.160  0.836
H: -0.052 2.565 1.101  -0.442
H: -2.742 4.663 -0.582  0.300
H: -1.842 4.780 -2.117  0.381
H: -1.232 5.561 -0.669  0.474
H: -4.262 3.245 -0.913  0.285
H: -6.367 3.999 -0.182  0.384
H: -6.822 3.631 1.488  0.391
H: -7.398 2.612 0.176  0.342
H: -6.133 1.152 2.274  0.434
H: -4.213 -0.352 2.441  0.594
H: -0.495 1.236 2.622  -1.116
H: -0.829 1.268 4.392  0.613
H: -2.109 1.586 3.219  0.693
H: -1.098 -0.799 5.419  0.455
H: -1.893 -2.874 6.610  0.402
H: -0.605 -3.794 5.830  0.267
H: -2.279 -4.324 5.670  0.413
H: -2.542 -4.190 3.268  0.457
H: -4.006 -3.292 1.135  0.657
H: -2.444 -3.929 0.641  0.347
H: -2.973 -2.353 0.061  -0.119
C: 1.398 3.297 3.182  -0.927
N: 2.373 2.335 2.624  0.906
C: 3.720 2.951 2.585  -0.947
C: 2.370 1.035 3.385  -0.171
C: 3.115 -0.029 2.615  -0.023
C: 4.428 -0.360 2.927  -0.569
C: 5.129 -1.282 2.163  -0.832
C: 4.522 -1.850 1.054  -0.982
C: 3.202 -1.555 0.753  -0.266
C: 2.487 -0.656 1.539  0.283
H: 1.431 4.217 2.604  0.371
H: 1.657 3.517 4.217  0.368
H: 0.395 2.882 3.145  0.247
H: 2.124 2.115 1.633  0.100
H: 3.973 3.334 3.573  0.393
H: 3.722 3.768 1.868  0.372
H: 4.458 2.214 2.283  0.324
H: 1.330 0.734 3.524  -0.316
H: 2.817 1.215 4.362  0.826
H: 4.902 0.084 3.796  0.500
H: 6.139 -1.556 2.434  0.473
H: 5.058 -2.550 0.428  0.521
H: 2.732 -2.022 -0.099  0.719
F: 1.068 -5.984 -1.159  -0.216
C: 1.216 -4.793 -0.610  0.585
F: 2.527 -4.555 -0.485  -0.204
F: 0.679 -4.760 0.600  -0.163
S: 0.499 -3.429 -1.707  0.602
O: -0.298 -2.627 -0.760  0.168
O: 1.654 -2.761 -2.221  -0.663
N: -0.371 -4.090 -2.816  -0.310
S: -1.771 -4.650 -2.234  0.964
O: -2.833 -3.694 -2.316  -0.660
O: -1.580 -5.354 -1.003  -0.622
C: -2.155 -5.924 -3.522  0.464
F: -2.361 -5.319 -4.693  -0.221
F: -3.251 -6.578 -3.167  -0.198
F: -1.146 -6.779 -3.639  -0.205
O: 0.404 -1.549 1.242  -0.363
C: 1.037 -0.488 1.190  1.805



2.
The following is a quantum chemistry calculation of C44H53N6O7S2SeTl as an isolated structure, from the OMol25 dataset.

- largest force on an atom (eV Å⁻¹) = 0.98
- molecular weight (g mol⁻¹) = 1125.4
- 2S+1 = 1
- ΔE to the lowest compared entry with this formula, charge and spin (eV) = 0.1899
- E_tot (eV) = -161475.116
- charge = -2

Each line ends with the Mulliken charge.
Cartesian coordinates (Å):
Tl: 0.162 -0.181 0.389  2.815
C: -6.203 0.674 4.710  -1.757
C: -5.996 -0.814 4.390  2.294
C: -6.155 -1.610 5.686  -2.279
C: -7.081 -1.274 3.403  -1.693
C: -4.621 -1.014 3.750  -0.729
C: -4.311 -0.366 2.563  -0.269
C: -3.096 -0.577 1.937  -0.277
Se: -2.719 0.334 0.292  0.067
C: -3.123 -1.112 -0.908  0.559
C: -4.451 -1.301 -1.245  -0.478
C: -4.853 -2.349 -2.059  -0.659
C: -3.843 -3.203 -2.507  -0.273
C: -2.503 -3.051 -2.195  -0.540
C: -2.073 -1.953 -1.372  -0.132
O: -0.829 -1.766 -1.110  -0.413
C: -1.463 -4.062 -2.701  2.731
C: -2.084 -5.193 -3.525  -2.577
C: -0.436 -3.339 -3.587  -1.422
C: -0.751 -4.694 -1.493  -1.503
C: -6.328 -2.526 -2.417  2.409
C: -7.159 -2.671 -1.133  -1.707
C: -6.821 -1.299 -3.198  -1.744
C: -6.569 -3.769 -3.277  -2.267
C: -2.084 -1.429 2.456  0.646
O: -0.983 -1.646 1.833  -0.809
C: -2.384 -2.034 3.726  -0.661
C: -3.626 -1.827 4.302  0.134
C: -1.317 -2.887 4.418  2.470
C: -0.919 -4.071 3.519  -1.619
C: -1.805 -3.465 5.750  -2.492
C: -0.076 -2.024 4.702  -1.416
H: -7.197 0.850 5.134  0.452
H: -5.453 1.011 5.428  0.355
H: -6.101 1.280 3.810  0.312
H: -7.152 -1.447 6.104  0.434
H: -6.033 -2.680 5.503  0.392
H: -5.420 -1.298 6.430  0.414
H: -8.081 -1.163 3.835  0.474
H: -7.037 -0.691 2.483  0.328
H: -6.929 -2.323 3.142  0.347
H: -5.010 0.318 2.093  0.471
H: -5.175 -0.603 -0.836  0.317
H: -4.120 -4.034 -3.139  0.489
H: -2.577 -4.812 -4.423  0.429
H: -1.296 -5.880 -3.842  0.457
H: -2.809 -5.759 -2.937  0.416
H: -0.926 -2.911 -4.467  0.284
H: 0.027 -2.540 -3.012  0.054
H: 0.340 -4.035 -3.924  0.490
H: -1.466 -5.259 -0.891  0.353
H: 0.042 -5.374 -1.820  0.452
H: -0.313 -3.917 -0.871  -0.039
H: -7.034 -1.802 -0.487  0.337
H: -8.223 -2.777 -1.366  0.456
H: -6.837 -3.552 -0.575  0.342
H: -6.659 -0.385 -2.625  0.313
H: -6.278 -1.207 -4.141  0.363
H: -7.890 -1.384 -3.419  0.450
H: -6.254 -4.670 -2.748  0.389
H: -7.632 -3.865 -3.512  0.438
H: -6.018 -3.707 -4.218  0.414
H: -3.834 -2.316 5.244  0.513
H: -1.784 -4.713 3.328  0.329
H: -0.539 -3.703 2.570  0.077
H: -0.136 -4.666 4.000  0.477
H: -2.665 -4.124 5.606  0.418
H: -0.998 -4.051 6.195  0.462
H: -2.076 -2.675 6.455  0.405
H: 0.354 -1.650 3.777  0.063
H: -0.334 -1.175 5.340  0.225
H: 0.688 -2.619 5.211  0.474
N: 2.398 -0.966 -3.428  0.088
C: 3.214 -1.734 -2.635  -1.037
C: 2.756 -1.572 -1.366  -0.480
N: 1.686 -0.728 -1.373  0.464
C: 1.471 -0.375 -2.626  -0.494
C: 0.390 0.444 -3.129  0.030
N: -0.656 0.834 -2.452  1.051
C: -1.450 1.520 -3.321  -0.603
C: -0.873 1.556 -4.555  -1.120
N: 0.301 0.860 -4.428  0.008
H: 2.463 -0.886 -4.424  0.160
H: 4.023 -2.315 -3.041  0.422
H: 3.110 -1.990 -0.439  0.408
H: -2.391 1.938 -3.003  0.435
H: -1.175 1.999 -5.488  0.443
H: 0.989 0.741 -5.148  0.144
S: 4.107 -1.701 3.046  -0.537
C: 2.807 -1.404 2.142  0.495
N: 1.879 -1.246 1.445  -0.933
O: 2.219 6.326 -2.887  -0.719
S: 2.141 5.833 -1.524  1.180
O: 2.852 6.636 -0.552  -0.727
N: 2.497 4.269 -1.423  -0.659
C: 1.461 3.523 -1.016  -0.162
O: 1.482 2.297 -0.850  -0.624
C: 0.206 4.353 -0.806  0.574
C: -1.048 3.901 -0.447  0.494
C: -2.079 4.823 -0.316  -1.161
C: -1.853 6.176 -0.544  -0.442
C: -0.592 6.629 -0.922  -0.599
C: 0.416 5.697 -1.048  -0.159
H: -1.199 2.851 -0.269  0.719
H: -3.067 4.477 -0.034  0.483
H: -2.660 6.887 -0.415  0.375
H: -0.403 7.677 -1.117  0.396
C: -1.073 3.015 3.091  -0.970
O: -0.933 2.018 2.073  0.243
C: 0.286 1.438 1.983  -0.466
O: 1.177 1.697 2.738  -0.563
H: -2.103 3.358 3.044  0.252
H: -0.375 3.834 2.908  0.286
H: -0.857 2.580 4.067  0.270